Record 1
{
  "formula": "C4H7NO",
  "method": "ωB97M-V with the def2-TZVPD basis set",
  "relative_energy_kj_mol": 268.42,
  "charge": 0,
  "e_lumo_ev": [0.25, 0.24],
  "homo_ev": [-7.36, -7.36],
  "orbital_gap_ev": [7.6078, 7.6041],
  "elements": ["C", "C", "C", "N", "C", "O", "H", "H", "H", "H", "H", "H", "H"],
  "xyz": [[1.52513, -0.82446, -0.26526], [0.17849, -0.26983, 0.06014], [-1.08600, 1.66792, -0.18942], [-0.38307, 0.72662, -0.73833], [-0.70286, -0.83407, 1.01603], [-1.84251, -0.45697, 1.30970], [1.58536, -1.23499, -1.28354], [2.31565, -0.06835, -0.15856], [1.75842, -1.63388, 0.43750], [-1.79783, 2.24423, -0.77596], [-0.93039, 1.82757, 0.86635], [-0.33207, 0.61318, -1.75767], [-0.28832, -1.75696, 1.47902]],
  "lowdin_charge": [-0.079, -0.334, 0.086, 0.003, -0.316, -0.063, 0.071, 0.071, 0.075, 0.094, 0.103, 0.172, 0.118]
}



Record 2
{
  "formula": "C24H33N3O3S",
  "method": "ωB97M-V with the def2-TZVPD basis set",
  "smiles": "Cc1ccc(S(=O)(=O)N(C)c2ccc(C(=O)NCC3(N(C)C)CCCCC3)cc2)cc1",
  "relative_energy_kj_mol": 0.00,
  "charge": 0,
  "e_lumo_ev": 0.56,
  "homo_ev": -8.74,
  "orbital_gap_ev": 9.3000,
  "elements": ["C", "C", "C", "C", "C", "C", "C", "H", "H", "S", "O", "O", "N", "C", "C", "C", "C", "C", "C", "H", "H", "C", "O", "N", "H", "C", "H", "H", "C", "N", "C", "H", "H", "H", "C", "H", "H", "H", "C", "C", "C", "C", "C", "H", "H", "H", "H", "H", "H", "H", "H", "H", "H", "H", "H", "C", "H", "H", "H", "H", "H", "H", "H", "H"],
  "xyz": [[-0.30958, -3.27298, -1.31685], [0.87431, -2.59521, -0.70163], [2.11566, -2.62870, -1.32971], [3.19444, -1.94390, -0.79886], [3.03368, -1.23300, 0.37419], [1.82077, -1.21559, 1.03530], [0.74610, -1.89760, 0.49536], [-0.20681, -1.87747, 1.00306], [1.73901, -0.66925, 1.96052], [4.33946, -0.12680, 0.89743], [4.04997, 0.36400, 2.20960], [5.63058, -0.69857, 0.66141], [4.14101, 1.13790, -0.23072], [2.79487, 1.44038, -0.46084], [2.20010, 1.35235, -1.71873], [0.83758, 1.52380, -1.84921], [0.03309, 1.79158, -0.74601], [0.64382, 1.97045, 0.49342], [2.00541, 1.80178, 0.63220], [2.48076, 1.91918, 1.59208], [0.06548, 2.26006, 1.35822], [-1.43943, 1.83978, -0.96958], [-1.92380, 1.98974, -2.07905], [-2.19914, 1.68981, 0.14018], [-1.78529, 1.38648, 1.00897], [-3.62180, 1.48168, 0.06538], [-3.89978, 1.56686, -0.98398], [-4.14032, 2.27344, 0.61489], [-3.99146, 0.09158, 0.63639], [-3.34213, 0.01817, 1.96552], [-3.11419, -1.30329, 2.51582], [-2.41518, -1.86159, 1.89796], [-2.65952, -1.18320, 3.49890], [-4.03329, -1.89431, 2.64148], [-3.94505, 0.85956, 2.98553], [-4.16054, 1.84928, 2.59514], [-3.22840, 0.97039, 3.80103], [-4.86954, 0.43653, 3.40266], [-3.41709, -0.99717, -0.28719], [-4.05265, -1.00188, -1.67601], [-5.56170, -1.18627, -1.56399], [-6.16857, -0.09745, -0.68691], [-5.52178, -0.07482, 0.69653], [-5.96101, 0.73662, 1.27935], [-5.74646, -1.01518, 1.20730], [-6.04213, 0.87239, -1.16962], [-7.24146, -0.27045, -0.57338], [-6.01710, -1.16074, -2.55550], [-5.77397, -2.16444, -1.12393], [-3.82168, -0.08110, -2.21117], [-3.62474, -1.82612, -2.25203], [-3.60847, -1.97607, 0.15368], [-2.33719, -0.85974, -0.37452], [0.36254, 1.43025, -2.81439], [2.79013, 1.12671, -2.59226], [5.06297, 1.12374, -1.34128], [4.82774, 0.35398, -2.08379], [6.04925, 0.92065, -0.93209], [5.05835, 2.10309, -1.81910], [4.16215, -1.96026, -1.27544], [2.23296, -3.18434, -2.24836], [-0.99615, -3.62935, -0.55302], [-0.84710, -2.56393, -1.94730], [-0.00207, -4.11058, -1.93751]],
  "lowdin_charge": [-0.041, -0.258, -0.024, -0.050, -0.274, -0.051, -0.016, 0.100, 0.116, 0.703, -0.275, -0.279, -0.201, -0.287, 0.001, 0.002, -0.129, -0.013, -0.030, 0.110, 0.116, -0.448, 0.058, 0.088, 0.118, -0.112, 0.111, 0.122, -0.425, -0.212, -0.094, 0.060, 0.087, 0.091, -0.094, 0.078, 0.087, 0.089, -0.135, -0.181, -0.195, -0.187, -0.129, 0.112, 0.122, 0.113, 0.111, 0.110, 0.114, 0.105, 0.109, 0.112, 0.109, 0.120, 0.108, -0.087, 0.084, 0.084, 0.104, 0.115, 0.116, 0.079, 0.082, 0.080]
}



Record 3
{
  "formula": "C13H36CuO15",
  "method": "ωB97M-V with the def2-TZVPD basis set",
  "relative_energy_kj_mol": 169.50,
  "charge": -1,
  "e_lumo_ev": 2.19,
  "homo_ev": -3.11,
  "orbital_gap_ev": 5.2944,
  "elements": ["Cu", "C", "O", "O", "O", "C", "C", "O", "O", "H", "H", "H", "H", "H", "H", "C", "C", "O", "O", "H", "H", "H", "H", "H", "H", "C", "C", "O", "O", "H", "H", "H", "H", "H", "H", "C", "C", "O", "O", "H", "H", "H", "H", "H", "H", "C", "C", "O", "O", "H", "H", "H", "H", "H", "H", "C", "C", "O", "O", "H", "H", "H", "H", "H", "H"],
  "xyz": [[-16.68673, -7.80472, 23.80222], [-19.11845, -6.98679, 24.86544], [-19.99353, -7.09015, 25.71755], [-18.02501, -6.51269, 25.06458], [-19.33434, -7.48708, 23.81388], [-16.36861, -5.41933, 27.89725], [-17.80491, -4.88655, 28.21836], [-18.44385, -4.61880, 27.01375], [-16.45600, -6.80042, 27.47034], [-15.73877, -5.29129, 28.77759], [-15.91921, -4.79737, 27.12310], [-17.79857, -4.01118, 28.86781], [-18.39375, -5.60439, 28.78939], [-18.35908, -5.45734, 26.55412], [-16.76435, -6.88804, 26.56544], [-15.05722, -7.46375, 20.80537], [-15.37790, -6.00541, 20.77509], [-16.51806, -5.78839, 19.91086], [-16.06880, -8.20514, 21.54188], [-14.10002, -7.57310, 21.31518], [-14.98146, -7.90612, 19.81205], [-14.53514, -5.45882, 20.35189], [-15.53585, -5.58858, 21.76977], [-16.42804, -4.99561, 19.37701], [-16.92779, -8.06849, 21.13562], [-15.36213, -2.52267, 24.51875], [-16.69956, -3.23312, 24.08044], [-16.46247, -4.62514, 23.98568], [-15.65850, -1.13920, 24.56128], [-14.60861, -2.69995, 23.75136], [-15.01824, -2.72816, 25.53246], [-17.17312, -2.84189, 23.18001], [-17.51963, -3.00729, 24.76204], [-17.11328, -5.14682, 24.46097], [-16.25658, -1.00217, 25.29961], [-15.46704, -11.09466, 26.65830], [-16.71267, -10.84333, 25.81259], [-17.16216, -9.52168, 25.63737], [-14.27700, -10.75849, 25.85234], [-15.54157, -12.06999, 27.13922], [-15.51806, -10.40027, 27.49695], [-17.44095, -11.37972, 26.42086], [-16.82695, -11.40850, 24.88759], [-18.09057, -9.57963, 25.87464], [-13.48100, -10.92348, 26.36301], [-13.57069, -6.07800, 25.02056], [-13.37380, -7.53445, 24.69625], [-14.62268, -8.22053, 24.50438], [-13.77462, -5.30937, 23.84185], [-12.65707, -5.67390, 25.45658], [-14.34705, -5.88348, 25.76051], [-12.76028, -8.01408, 25.45891], [-12.84618, -7.69620, 23.75628], [-14.60857, -8.96983, 25.10435], [-14.65076, -4.91795, 23.81393], [-19.37194, -7.45039, 18.92469], [-19.76102, -7.86457, 20.33317], [-18.64975, -7.84206, 21.24126], [-19.13155, -6.05504, 18.85444], [-20.17085, -7.62801, 18.20478], [-18.44090, -7.91744, 18.60356], [-20.10859, -8.89133, 20.44746], [-20.51892, -7.22969, 20.79210], [-18.99464, -7.76439, 22.13379], [-18.26070, -5.89827, 19.22678]],
  "lowdin_charge": [0.477, -1.155, -0.031, -0.093, -0.011, -0.209, -0.261, -0.069, -0.087, 0.099, 0.092, 0.100, 0.113, 0.024, 0.031, -0.190, -0.194, -0.078, -0.085, 0.115, 0.120, 0.122, 0.104, 0.090, 0.029, -0.216, -0.200, -0.098, -0.093, 0.114, 0.116, 0.116, 0.114, 0.039, 0.080, -0.174, -0.242, -0.038, -0.080, 0.112, 0.122, 0.116, 0.129, 0.112, 0.083, -0.218, -0.190, -0.085, -0.080, 0.112, 0.112, 0.118, 0.118, 0.046, 0.013, -0.234, -0.198, -0.115, -0.081, 0.112, 0.115, 0.113, 0.128, 0.023, 0.026]
}



Record 4
{
  "formula": "C3H33O14",
  "method": "ωB97M-V with the def2-TZVPD basis set",
  "relative_energy_kj_mol": 226.15,
  "charge": -1,
  "e_lumo_ev": 1.54,
  "homo_ev": -5.25,
  "orbital_gap_ev": 6.7979,
  "elements": ["C", "C", "C", "O", "H", "H", "H", "H", "H", "H", "H", "O", "H", "H", "O", "H", "H", "O", "H", "H", "O", "H", "H", "O", "H", "H", "O", "H", "H", "O", "H", "H", "O", "H", "H", "O", "H", "H", "O", "H", "H", "O", "H", "H", "O", "H", "H", "O", "H", "H"],
  "xyz": [[-3.41800, -28.59600, 7.17500], [-2.07700, -28.29800, 7.77600], [-0.99300, -29.28500, 7.48300], [-1.66300, -26.97300, 7.52400], [-3.42200, -29.03500, 6.21100], [-4.05000, -27.74100, 7.14400], [-3.89700, -29.28600, 7.89900], [-2.20200, -28.41700, 8.83500], [-0.02100, -28.76000, 7.18900], [-1.15800, -30.00300, 6.62700], [-0.72100, -29.91200, 8.31200], [-0.12100, -24.63000, 4.88800], [0.27000, -23.97700, 5.50400], [-0.51400, -25.34600, 5.39800], [-5.16100, -27.71100, 9.67500], [-4.30100, -27.55400, 9.28000], [-5.62300, -28.40700, 9.14900], [-2.89800, -26.03200, 9.60200], [-2.52200, -26.56100, 8.89700], [-2.47500, -26.18000, 10.45100], [1.48600, -26.75000, 7.07000], [1.57400, -27.43800, 6.35000], [2.09300, -27.09700, 7.76000], [-6.29300, -25.82800, 8.12200], [-6.28400, -26.03100, 7.16300], [-5.74200, -26.51600, 8.54500], [-7.08800, -28.95400, 7.88900], [-6.52000, -29.04800, 7.10900], [-7.95400, -28.95700, 7.54000], [-0.13100, -24.81500, 8.03900], [-0.88000, -25.38900, 8.06700], [0.39700, -25.54800, 7.70200], [0.06900, -27.13000, 9.94100], [-0.28400, -27.34900, 9.07300], [-0.61800, -27.15600, 10.59900], [-3.62300, -25.31100, 6.30800], [-4.49800, -25.59900, 6.01500], [-3.24400, -26.17000, 6.38300], [-6.22500, -26.31800, 5.44700], [-6.11100, -27.27800, 5.43900], [-6.96700, -26.25900, 4.82200], [-6.12900, -28.95400, 5.12200], [-6.98000, -29.13600, 4.67300], [-5.43300, -29.24700, 4.52900], [-1.40800, -27.62700, 4.84600], [-1.33900, -27.51800, 5.77400], [-1.44300, -28.55800, 4.65500], [-1.69500, -30.26500, 4.28500], [-0.95200, -30.78100, 4.00800], [-1.74900, -30.42700, 5.22400]],
  "lowdin_charge": [-0.053, -0.594, -0.050, -0.319, 0.051, 0.054, 0.096, 0.101, 0.093, 0.053, 0.069, -0.088, 0.037, -0.007, -0.073, -0.013, 0.023, -0.039, -0.044, 0.036, -0.073, 0.083, 0.072, -0.099, -0.031, -0.029, -0.028, 0.010, 0.023, -0.079, -0.035, -0.043, -0.047, -0.014, 0.017, -0.036, -0.016, -0.039, -0.061, -0.007, 0.075, -0.040, 0.095, 0.081, -0.034, -0.047, -0.041, -0.037, 0.049, -0.001]
}



The following E values (in Eh) correspond, in order, to the records above: -286.5294, -1722.5212, -3285.9452, -1187.4392.